ORCA calculation (the ωB97M-V functional and the def2-TZVPD basis) on a structure of composition C37H37AuCl3N4O4PS2 in a non-equilibrium geometry.

Geometry (Å):
Au  0.887  -1.209  -1.916
N  0.353  -2.855  -3.231
C  -0.952  -2.815  -3.959
C  -1.084  -1.638  -4.923
C  -1.271  -0.286  -4.252
N  0.017  0.228  -3.742
H  1.105  -3.033  -3.892
H  0.339  -3.648  -2.594
H  -1.748  -2.784  -3.216
H  -1.066  -3.743  -4.520
H  -1.952  -1.826  -5.556
H  -0.205  -1.603  -5.577
H  -1.959  -0.386  -3.407
H  -1.714  0.413  -4.964
H  -0.076  1.169  -3.375
H  0.700  0.262  -4.492
O  0.763  -5.069  -1.261
S  2.142  -4.798  -0.960
O  3.130  -5.320  -1.837
O  2.300  -3.202  -0.873
C  2.422  -5.168  0.700
C  2.559  -6.457  1.181
C  2.712  -6.620  2.550
C  2.706  -5.509  3.395
C  2.546  -4.230  2.884
C  2.408  -4.059  1.505
P  2.252  -2.449  0.709
C  1.300  -1.579  1.916
C  1.575  -0.245  2.247
C  0.736  0.417  3.120
C  -0.405  -0.214  3.618
C  -0.704  -1.526  3.258
C  0.134  -2.206  2.394
C  3.884  -1.728  0.576
C  4.505  -1.498  -0.653
C  5.786  -0.970  -0.685
C  6.447  -0.670  0.500
C  5.824  -0.886  1.724
C  4.546  -1.412  1.769
H  2.536  -7.302  0.503
H  2.835  -7.614  2.960
H  2.827  -5.648  4.461
H  2.529  -3.377  3.550
H  2.463  0.244  1.861
H  0.972  1.428  3.426
H  -1.071  0.325  4.281
H  -1.588  -2.012  3.648
H  -0.095  -3.224  2.100
H  3.994  -1.741  -1.574
H  6.271  -0.797  -1.637
H  7.453  -0.272  0.469
H  6.337  -0.646  2.645
H  4.066  -1.580  2.727
Cl  -5.026  7.650  3.129
C  -4.222  6.335  2.353
C  -4.345  5.054  2.863
C  -3.671  4.014  2.247
C  -2.887  4.228  1.120
C  -2.115  3.085  0.502
C  -0.798  2.925  1.249
N  0.166  2.123  0.478
C  1.393  2.539  0.007
C  1.897  1.511  -0.724
N  0.986  0.472  -0.700
C  -0.038  0.872  0.043
O  -2.799  1.843  0.609
C  -3.499  1.451  -0.588
C  -4.302  2.533  -1.240
C  -5.452  3.055  -0.732
Cl  -6.228  2.590  0.722
S  -6.129  4.258  -1.737
C  -4.868  4.084  -2.874
C  -3.972  3.141  -2.491
C  -2.790  5.525  0.627
Cl  -1.819  5.856  -0.784
C  -3.448  6.580  1.232
H  -4.948  4.883  3.744
H  -3.756  3.005  2.633
H  -1.905  3.313  -0.544
H  -1.007  2.429  2.195
H  -0.362  3.903  1.440
H  1.796  3.516  0.223
H  2.839  1.442  -1.245
H  -0.929  0.302  0.262
H  -4.150  0.636  -0.277
H  -2.770  1.067  -1.313
H  -4.861  4.684  -3.772
H  -3.100  2.875  -3.079
H  -3.352  7.585  0.844

Atoms 1-2, force components in eV/Å:
-0.84 0.75 0.09
0.13 0.17 0.50

Results
Orbital gap = 0.20025 Ha
Total charge = +2
E_HOMO = -12.5207 eV
Lowest unoccupied orbital energy = -7.1 eV
Energy above the lowest of the compared OMol25 structures with the same formula, charge and spin = 181.8 kJ/mol



ORCA calculation (the ωB97M-V functional and the def2-TZVPD basis) on a cluster of 2 separate species, CH2N2S2 in total in a non-equilibrium geometry.

Geometry (Å):
C  1.370  1.019  0.098
N  0.504  1.836  0.106
N  -1.105  -0.497  -0.150
S  2.370  -0.289  0.022
S  -0.065  -1.762  0.079
H  -1.829  -0.412  -0.872
H  -1.244  0.106  0.717

Atoms 1-2, force components in eV/Å:
-2.29 1.93 -0.19
2.45 -1.75 0.17

Results
Orbital gap (spin up / spin down) = 0.32229 / 0.22451 Ha
Total charge = 0
E_HOMO (spin up / spin down) = -8.3065 / -9.3468 eV
⟨S²⟩ = 2.02
2S+1 = 3
Lowest unoccupied orbital energy (spin up / spin down) = 0.5 / -3.2 eV
Energy above the lowest of the compared OMol25 structures with the same formula, charge and spin = 38.4 kJ/mol



ORCA calculation (the ωB97M-V functional and the def2-TZVPD basis) on a cluster of 2 separate species, C5H12NS in total in a non-equilibrium geometry.

Geometry (Å):
C  0.481  -1.077  -0.687
C  0.610  0.493  -0.713
C  1.832  -1.557  -0.205
C  0.942  1.911  1.135
C  -2.858  0.094  0.198
N  1.181  0.850  0.480
S  2.180  -0.440  1.228
H  -0.325  -1.291  0.055
H  0.325  -1.626  -1.734
H  1.384  0.651  -1.503
H  -0.381  0.835  -0.852
H  1.798  -2.563  0.200
H  2.629  -1.545  -0.993
H  0.418  2.644  0.535
H  -2.430  0.247  1.215
H  1.478  2.041  2.029
H  -3.333  1.153  0.159
H  -3.734  -0.615  0.101
H  -2.196  -0.204  -0.648

Atoms 1-2, force components in eV/Å:
-0.25 -0.62 -1.21
0.51 -3.42 -3.92

Results
Orbital gap = 0.34177 Ha
Total charge = +1
E_HOMO = -14.1415 eV
Lowest unoccupied orbital energy = -4.8 eV
Energy above the lowest of the compared OMol25 structures with the same formula, charge and spin = 245.3 kJ/mol



The records above yield M values of 1000.2; 106.2; 118.2 g/mol, respectively.